{"formula": "C52H118N10", "method": "ωB97M-V/def2-TZVPD", "total_energy_ev": -70736.517, "total_charge": 0, "smiles": "CCN(CC)CC.CCN(CC)CC.CCN(CC)CC.CCN(CC)CC.CCN(CC)CC.CCN(CC)CC.CCCC#N.CCCC#N.CCCC#N.CCCC#N", "species": ["C", "C", "C", "C", "N", "H", "H", "H", "H", "H", "H", "H", "C", "C", "C", "C", "N", "H", "H", "H", "H", "H", "H", "H", "C", "C", "C", "C", "N", "H", "H", "H", "H", "H", "H", "H", "C", "C", "C", "C", "N", "H", "H", "H", "H", "H", "H", "H", "C", "C", "N", "C", "C", "C", "C", "H", "H", "H", "H", "H", "H", "H", "H", "H", "H", "H", "H", "H", "H", "H", "C", "C", "N", "C", "C", "C", "C", "H", "H", "H", "H", "H", "H", "H", "H", "H", "H", "H", "H", "H", "H", "H", "C", "C", "N", "C", "C", "C", "C", "H", "H", "H", "H", "H", "H", "H", "H", "H", "H", "H", "H", "H", "H", "H", "C", "C", "N", "C", "C", "C", "C", "H", "H", "H", "H", "H", "H", "H", "H", "H", "H", "H", "H", "H", "H", "H", "C", "C", "N", "C", "C", "C", "C", "H", "H", "H", "H", "H", "H", "H", "H", "H", "H", "H", "H", "H", "H", "H", "C", "C", "N", "C", "C", "C", "C", "H", "H", "H", "H", "H", "H", "H", "H", "H", "H", "H", "H", "H", "H", "H"], "positions_angstrom": [[3.58172, -3.23979, -0.16704], [3.14413, -1.95146, -0.87491], [4.02253, -1.53977, -2.03417], [3.99834, -2.57794, -3.06957], [3.84885, -3.46185, -3.76571], [3.60232, -4.06148, -0.89833], [2.87009, -3.44129, 0.62477], [4.60969, -3.14367, 0.21051], [3.01095, -1.10166, -0.19628], [2.15257, -2.15091, -1.29085], [5.07000, -1.38845, -1.74799], [3.67554, -0.59722, -2.46116], [1.76110, -1.26566, 6.06391], [0.81952, -2.38370, 5.64817], [-0.63601, -2.10647, 6.00004], [-1.20273, -0.93425, 5.32552], [-1.63067, -0.04011, 4.70600], [1.85076, -1.10487, 7.13610], [1.48849, -0.29163, 5.63681], [2.74523, -1.58065, 5.72304], [1.13759, -3.33886, 6.03653], [0.88949, -2.40101, 4.55351], [-0.71160, -1.93564, 7.07177], [-1.25756, -2.95857, 5.71110], [-4.52396, 1.71320, 2.29699], [-4.21143, 1.67802, 0.76319], [-4.51102, 3.01586, 0.06827], [-5.89445, 3.37188, 0.23098], [-6.99422, 3.71268, 0.29783], [-3.94447, 2.50776, 2.77033], [-4.30657, 0.77759, 2.78477], [-5.60177, 1.92157, 2.39786], [-4.78662, 0.92010, 0.24654], [-3.14274, 1.47210, 0.57059], [-4.21789, 2.97810, -0.98481], [-3.85074, 3.81467, 0.42752], [-0.81395, 4.35297, 1.84764], [0.66541, 4.59595, 1.50362], [0.90807, 5.41020, 0.23886], [0.31631, 4.75469, -0.89452], [-0.21130, 4.15547, -1.70752], [-1.27773, 3.87392, 0.96796], [-1.36148, 5.29891, 1.96086], [-0.94303, 3.81218, 2.76683], [1.26951, 3.68728, 1.44439], [1.13082, 5.05383, 2.38266], [1.97439, 5.47095, 0.00384], [0.54378, 6.43712, 0.35716], [-4.45370, -6.98863, 4.62847], [-4.37213, -6.29202, 3.26830], [-4.25336, -4.81396, 3.34275], [-2.97894, -4.37622, 3.95485], [-1.68957, -5.00230, 3.36095], [-4.47954, -4.20766, 2.03380], [-4.70423, -2.71848, 1.98621], [-4.46193, -8.05816, 4.45808], [-5.24754, -6.60829, 5.25600], [-3.56382, -6.76739, 5.23105], [-3.59771, -6.76626, 2.68408], [-5.26953, -6.53124, 2.69225], [-2.90312, -3.28001, 3.90399], [-3.04702, -4.60095, 5.01991], [-0.85125, -4.40486, 3.74055], [-1.50915, -6.02634, 3.64625], [-1.58890, -4.89618, 2.27529], [-5.35640, -4.64899, 1.57259], [-3.68852, -4.50405, 1.31992], [-5.58106, -2.48967, 2.61200], [-4.82707, -2.39756, 0.94330], [-3.89365, -2.15219, 2.42257], [6.56447, 3.85730, 6.47409], [6.15678, 3.07954, 5.19034], [4.68868, 2.82820, 5.13666], [4.31123, 1.72146, 4.25994], [4.49852, 1.96864, 2.75431], [3.90350, 4.05374, 4.93768], [2.40130, 3.73554, 5.05072], [6.14436, 3.32389, 7.32879], [6.30790, 4.90987, 6.45633], [7.64952, 3.86252, 6.56477], [6.54459, 3.66600, 4.32466], [6.78141, 2.20476, 5.10881], [4.92125, 0.86302, 4.56068], [3.30077, 1.36078, 4.48197], [3.98846, 2.90220, 2.46846], [5.53369, 2.04299, 2.44796], [4.09838, 1.12694, 2.17920], [4.15388, 4.46220, 3.97044], [4.12576, 4.76951, 5.73338], [2.22947, 3.11133, 5.91623], [2.03206, 3.24615, 4.14544], [1.83086, 4.61953, 5.28680], [-2.40955, 2.02615, -3.21869], [-3.01784, 0.63011, -3.45324], [-4.21762, 0.38327, -2.69114], [-5.35007, 1.20639, -3.12484], [-6.67565, 0.88870, -2.46779], [-4.46220, -1.03260, -2.49340], [-4.79926, -1.74040, -3.76998], [-2.96537, 2.79310, -3.76431], [-1.39699, 2.13314, -3.62215], [-2.29903, 2.24092, -2.15005], [-3.10703, 0.43853, -4.51605], [-2.34017, -0.11150, -3.04309], [-4.99576, 2.25059, -2.99229], [-5.56953, 1.15924, -4.19732], [-7.10591, -0.07652, -2.77593], [-6.58582, 0.86896, -1.38452], [-7.39033, 1.66232, -2.74085], [-5.22258, -1.15192, -1.72957], [-3.57549, -1.51701, -2.03135], [-5.02525, -2.79293, -3.55236], [-3.97291, -1.70662, -4.46554], [-5.67016, -1.33500, -4.29323], [4.36201, 1.16002, -5.34936], [3.65136, 2.15322, -4.35323], [4.18883, 2.01282, -2.97777], [3.45954, 2.88693, -2.08517], [3.62316, 2.47645, -0.59975], [5.64973, 2.28161, -2.97145], [6.06680, 3.64549, -3.48171], [3.77332, 1.08741, -6.26173], [4.40067, 0.17917, -4.90920], [5.34254, 1.48398, -5.65552], [3.78469, 3.16117, -4.68987], [2.60469, 1.84512, -4.28155], [2.41014, 2.82840, -2.39560], [3.73277, 3.95226, -2.13563], [2.91480, 3.00191, 0.03163], [4.62460, 2.69016, -0.25101], [3.34116, 1.43695, -0.51629], [6.03004, 2.14237, -1.95351], [6.13314, 1.52450, -3.57281], [5.86734, 3.71990, -4.54282], [5.57989, 4.43864, -2.93526], [7.13596, 3.77389, -3.40537], [-2.30440, -2.41864, -7.17603], [-0.81331, -2.44321, -6.81337], [-0.59440, -2.34440, -5.37520], [0.75608, -1.90956, -5.06569], [0.93146, -0.40403, -5.38176], [-0.85844, -3.67332, -4.66407], [-1.07697, -3.42610, -3.15504], [-2.88598, -3.26827, -6.82118], [-2.40041, -2.47343, -8.26477], [-2.75857, -1.46391, -6.90174], [-0.39242, -3.33090, -7.27728], [-0.29694, -1.61855, -7.31691], [0.90162, -2.05476, -4.01771], [1.46777, -2.46246, -5.67294], [1.89756, -0.02352, -5.03889], [0.87100, -0.19242, -6.45283], [0.21951, 0.15740, -4.77649], [-0.02162, -4.35681, -4.80775], [-1.76935, -4.11406, -5.08506], [-1.16365, -4.37788, -2.66742], [-1.93144, -2.77450, -2.99701], [-0.28530, -2.95525, -2.56697], [-1.24999, -2.44396, 0.40460], [-1.31564, -1.02459, -0.14022], [-0.09747, -0.23558, 0.20440], [-0.16979, 0.30245, 1.56942], [1.22222, 0.67501, 2.12984], [0.09581, 0.86780, -0.72872], [0.64246, 0.49391, -2.07934], [-0.35193, -2.99135, 0.15341], [-2.18644, -2.92385, 0.07647], [-1.28623, -2.54552, 1.49136], [-1.48195, -1.01249, -1.21880], [-2.21403, -0.52740, 0.22976], [-0.79256, 1.20722, 1.64816], [-0.66740, -0.42660, 2.20301], [1.80633, 1.26859, 1.41583], [1.15372, 1.28677, 3.02621], [1.76448, -0.24900, 2.32759], [0.78094, 1.54204, -0.21287], [-0.82720, 1.43410, -0.92195], [0.53379, 1.29081, -2.79185], [0.04106, -0.30321, -2.52310], [1.68142, 0.16935, -2.01094]]}



{"formula": "C32H40INSbSiV", "method": "ωB97M-V/def2-TZVPD", "total_energy_ev": -83521.269, "total_charge": 1, "multiplicity": 2, "s_squared": 0.8668, "e_above_lowest_kcal_mol": 15.20, "species": ["V", "C", "Si", "C", "N", "C", "C", "C", "C", "C", "C", "C", "C", "C", "C", "C", "C", "C", "C", "C", "C", "C", "H", "H", "H", "H", "H", "H", "H", "H", "H", "H", "H", "H", "H", "H", "H", "H", "H", "H", "H", "H", "H", "H", "H", "H", "C", "C", "C", "C", "C", "C", "C", "C", "C", "C", "H", "H", "H", "H", "H", "H", "H", "I", "C", "Sb", "C", "C", "H", "H", "H", "H", "H", "H", "H", "H", "H"], "positions_angstrom": [[-0.04526, -0.07198, -0.07246], [-1.96495, -0.37948, 0.60992], [-2.14446, 1.15816, 1.70453], [-0.47224, 1.09846, 2.60762], [0.70163, 0.92272, 1.68627], [1.69775, -0.04069, 2.25955], [2.33778, 0.45367, 3.54990], [3.05994, 1.77239, 3.29350], [2.09377, 2.78510, 2.68981], [1.39367, 2.22699, 1.45356], [-2.44854, 2.75439, 0.80813], [-3.30352, 2.76073, -0.29828], [-3.62026, 3.94551, -0.94454], [-3.08031, 5.14498, -0.49910], [-2.23174, 5.15833, 0.59796], [-1.92630, 3.97067, 1.25041], [-3.45118, 0.88120, 3.00159], [-4.43061, 1.84691, 3.24107], [-5.39485, 1.65156, 4.22140], [-5.39151, 0.48862, 4.97599], [-4.42482, -0.48325, 4.75270], [-3.46552, -0.28642, 3.77228], [-2.64499, -0.40561, -0.24470], [-2.31030, -1.15479, 1.29940], [-0.55382, 0.19498, 3.22152], [-0.31405, 1.91377, 3.31395], [2.47516, -0.20040, 1.51142], [1.18587, -0.99480, 2.41939], [3.03481, -0.31052, 3.89643], [1.58369, 0.57910, 4.33132], [3.88751, 1.59892, 2.59838], [3.49050, 2.16024, 4.21624], [2.62275, 3.68840, 2.38154], [1.36473, 3.09606, 3.44153], [2.14002, 2.05849, 0.67198], [0.65638, 2.93918, 1.08611], [-3.72649, 1.83106, -0.66523], [-4.28587, 3.93249, -1.79828], [-3.32601, 6.07012, -1.00398], [-1.81885, 6.09331, 0.95421], [-1.28590, 4.00198, 2.12643], [-4.44176, 2.75883, 2.65583], [-6.14899, 2.40779, 4.39525], [-6.14353, 0.33580, 5.73879], [-4.42292, -1.39106, 5.34194], [-2.72037, -1.05965, 3.60715], [-3.61664, 0.27750, -4.62915], [-3.23873, -0.77566, -3.77072], [-2.30387, -0.56806, -2.79611], [-1.69459, 0.69739, -2.62223], [-0.72059, 0.96145, -1.61585], [-0.09079, 2.17743, -1.57659], [-0.44239, 3.22117, -2.46296], [-1.40811, 3.00378, -3.39747], [-2.05003, 1.74237, -3.50951], [-3.03011, 1.50395, -4.50252], [-4.36060, 0.10530, -5.39509], [-3.68872, -1.75215, -3.89394], [-2.00235, -1.38651, -2.15380], [0.71350, 2.36950, -0.87621], [0.06284, 4.17514, -2.39536], [-1.68985, 3.79234, -4.08493], [-3.29959, 2.31275, -5.17096], [2.11585, -0.87083, -1.38231], [1.59323, -3.78640, 0.85598], [-0.18525, -2.78381, 0.26960], [-1.53921, -3.61471, 1.68505], [-0.71851, -3.77460, -1.52482], [1.33989, -4.79798, 1.16930], [2.05657, -3.25323, 1.68403], [2.28133, -3.80720, 0.01575], [-1.38001, -4.69036, 1.74065], [-2.57022, -3.41698, 1.39987], [-1.34433, -3.17865, 2.66472], [-0.46753, -4.83011, -1.44006], [-0.16174, -3.32361, -2.34347], [-1.78777, -3.67023, -1.69865]]}



{"formula": "C4H6ClF", "method": "ωB97M-V/def2-TZVPD", "total_energy_ev": -19481.356, "total_charge": 0, "e_above_lowest_kcal_mol": 78.08, "species": ["C", "C", "C", "C", "F", "Cl", "H", "H", "H", "H", "H", "H"], "positions_angstrom": [[0.48663, -0.53996, 0.39754], [-0.10699, 0.52122, -0.04515], [0.36603, -1.97796, -0.08927], [-0.17236, 1.94825, 0.27144], [1.10286, -0.43537, 1.62588], [-1.56716, -0.14232, -2.14963], [1.25290, -2.50175, -0.15187], [-0.23157, -2.45077, 0.80496], [-0.18411, -1.84656, -0.95413], [0.75022, 2.27917, 0.55163], [-1.10993, 2.18080, 0.86974], [-0.22006, 2.56931, -0.54003]]}



{"formula": "C3H4O3", "method": "ωB97M-V/def2-TZVPD", "total_energy_ev": -9315.387, "total_charge": 0, "smiles": "O[C@@H]1O[C@]12CO2", "e_above_lowest_kcal_mol": 76.41, "species": ["O", "C", "C", "O", "C", "O", "H", "H", "H", "H"], "positions_angstrom": [[-0.85225, 1.63801, 0.55861], [-1.00654, 0.32436, 0.21873], [1.47853, -0.56329, -0.42526], [0.44072, -1.49830, -0.84627], [0.13084, -0.52279, 0.07108], [-0.59823, -0.66336, 1.22875], [-1.72035, 2.05575, 0.58006], [-1.90833, 0.06762, -0.33526], [2.29370, -1.00834, 0.13442], [1.74191, 0.17033, -1.18486]]}



Repeat the fourth record exactly.
{"formula": "C3H4O3", "method": "ωB97M-V/def2-TZVPD", "total_energy_ev": -9315.387, "total_charge": 0, "smiles": "O[C@@H]1O[C@]12CO2", "e_above_lowest_kcal_mol": 76.41, "species": ["O", "C", "C", "O", "C", "O", "H", "H", "H", "H"], "positions_angstrom": [[-0.85225, 1.63801, 0.55861], [-1.00654, 0.32436, 0.21873], [1.47853, -0.56329, -0.42526], [0.44072, -1.49830, -0.84627], [0.13084, -0.52279, 0.07108], [-0.59823, -0.66336, 1.22875], [-1.72035, 2.05575, 0.58006], [-1.90833, 0.06762, -0.33526], [2.29370, -1.00834, 0.13442], [1.74191, 0.17033, -1.18486]]}